1.
Computed, not measured: a cluster of 2 separate species, C3H6N4S in total, with wB97M-V/def2-TZVPD.

Values from the calculation:
Gap between HOMO and LUMO in hartree: 0.31327
Maximum force in eV/Å: 6.34
SMILES string: [S-][n+]1nnc[nH]1.C=C
E_tot in Ha: -734.967631
HOMO in eV: -8.31
LUMO energy in eV: 0.213
Energy above the lowest of the compared OMol25 structures with the same formula, charge and spin in kJ/mol: 467.8

Each line ends with the Mulliken charge.
Positions of all 14 atoms, in Å:
C  0.98  -0.87  0.58  -0.4672
H  -0.56  0.46  1.14  0.2693
C  -1.82  0.92  -3.05  -0.1175
N  0.02  -0.10  -3.26  0.5330
H  -1.80  -1.07  -4.00  0.3063
N  0.21  0.94  -2.64  -0.3196
H  0.45  -1.77  1.09  0.1698
H  1.81  -1.01  0.07  0.3404
H  0.87  1.21  0.21  0.2130
H  -2.79  1.31  -3.10  0.4698
S  1.04  -1.22  -3.87  -0.3494
C  0.36  0.30  0.63  -0.5246
N  -0.88  1.63  -2.53  -0.2894
N  -1.32  -0.21  -3.59  -0.2341



2.
Computed, not measured: a cluster of 2 separate species, C3H6N5O2 in total, with wB97M-V/def2-TZVPD.

Values from the calculation:
Gap between HOMO and LUMO (alpha / beta) in hartree: 0.36533 / 0.15047
Maximum force in eV/Å: 6.32
Net charge: +1
E_tot in Ha: -541.625987
HOMO (alpha / beta) in eV: -13.78 / -10.73
LUMO energy (alpha / beta) in eV: -3.839 / -6.635
Energy above the lowest of the compared OMol25 structures with the same formula, charge and spin in kJ/mol: 717.5

Each line ends with the Mulliken charge.
Positions of all 16 atoms, in Å:
N  -0.76  -1.29  0.50  -0.5792
O  5.13  1.35  0.06  -0.4009
H  -1.91  1.90  0.23  0.3563
N  5.29  0.25  -0.04  1.0712
N  2.56  -0.71  -0.51  -1.0787
H  -2.51  0.75  -0.80  0.3270
N  -0.71  0.01  0.05  0.4820
H  -2.52  0.45  0.92  0.3433
C  -1.88  0.81  0.16  -0.8091
C  0.52  0.41  -0.28  0.0320
H  0.98  -2.53  0.61  0.3836
H  0.60  1.27  -0.97  0.3685
O  5.42  -0.82  0.23  -0.4322
N  1.30  -0.68  -0.25  0.7086
H  2.96  -1.60  -0.25  0.2848
C  0.46  -1.68  0.27  -0.0572



3.
Computed, not measured: a cluster of 2 separate species, C3H6N6 in total, with wB97M-V/def2-TZVPD.

Values from the calculation:
Gap between HOMO and LUMO in hartree: 0.30546
Maximum force in eV/Å: 5.94
E_tot in Ha: -446.134032
HOMO in eV: -8.67
LUMO energy in eV: -0.363
Energy above the lowest of the compared OMol25 structures with the same formula, charge and spin in kJ/mol: 1039.0

Each line ends with the Mulliken charge.
Positions of all 15 atoms, in Å:
N  -0.36  1.79  0.20  -0.6692
C  1.93  -0.72  0.05  -0.1985
C  -1.38  0.88  0.06  0.6241
H  -0.93  -1.21  -0.35  0.3896
N  0.73  0.02  -0.36  0.3036
C  2.98  0.19  0.07  -0.4347
H  4.43  0.05  -0.10  0.2378
N  -0.52  -0.44  0.30  -0.5179
N  -2.94  -0.58  -0.08  -0.5186
N  0.80  1.31  -0.03  -0.0571
H  2.11  -1.81  0.02  0.3027
N  -2.62  0.72  -0.16  -0.3953
H  -2.64  -0.99  0.88  0.2720
H  2.53  1.31  -0.31  0.3527
H  -4.11  -0.53  -0.19  0.3088



4.
Computed, not measured: the ion C3H6NO with charge +1, with wB97M-V/def2-TZVPD.

Values from the calculation:
Gap between HOMO and LUMO in hartree: 0.31208
Maximum force in eV/Å: 7.76
Net charge: +1
E_tot in Ha: -247.442834
HOMO in eV: -14.14
LUMO energy in eV: -5.650
Energy above the lowest of the compared OMol25 structures with the same formula, charge and spin in kJ/mol: 454.9

Each line ends with the Mulliken charge.
Positions of all 11 atoms, in Å:
H  -1.86  1.26  -0.17  0.3925
H  -3.02  0.06  -0.83  0.4698
H  -2.93  0.31  0.94  0.4465
C  -1.23  -0.74  0.25  -0.1738
C  2.61  0.19  -0.11  -0.6529
C  1.39  -0.51  0.04  0.0559
N  -2.29  0.27  0.06  -0.3380
H  1.26  -1.53  0.21  0.3718
H  2.65  1.23  -0.29  0.2966
O  0.02  -0.10  0.01  -0.1530
H  3.39  -0.44  -0.12  0.2848



5.
Computed, not measured: a cluster of 2 separate species, C3H6NO in total, with wB97M-V/def2-TZVPD.

Values from the calculation:
Gap between HOMO and LUMO in hartree: 0.42509
Maximum force in eV/Å: 3.93
Net charge: +1
E_tot in Ha: -247.522407
HOMO in eV: -15.98
LUMO energy in eV: -4.415
Energy above the lowest of the compared OMol25 structures with the same formula, charge and spin in kJ/mol: 246.0

Each line ends with the Mulliken charge.
Positions of all 11 atoms, in Å:
H  -2.42  1.10  -0.97  0.4218
C  -1.88  -0.53  0.60  -0.3757
C  1.70  0.02  0.54  0.1096
H  1.30  -0.48  1.35  0.3722
C  -2.13  0.35  -0.17  -0.4027
H  -1.54  -1.17  1.28  0.4661
N  0.71  0.05  -0.63  -0.2568
H  1.17  0.63  -1.39  0.3867
H  -0.23  0.43  -0.24  0.1458
O  2.78  0.48  0.52  -0.2751
H  0.55  -0.89  -0.89  0.4081



6.
Computed, not measured: a cluster of 2 separate species, C3H6NO2 in total, with wB97M-V/def2-TZVPD.

Values from the calculation:
Gap between HOMO and LUMO in hartree: 0.30635
Maximum force in eV/Å: 0.33
Net charge: -1
E_tot in Ha: -323.194131
HOMO in eV: -4.03
LUMO energy in eV: 4.308
Energy above the lowest of the compared OMol25 structures with the same formula, charge and spin in kJ/mol: 63.4

Each line ends with the Mulliken charge.
Positions of all 12 atoms, in Å:
H  -2.75  -1.03  -2.51  0.2400
H  3.34  0.49  1.21  0.2030
N  2.51  0.81  1.67  -0.5090
H  -1.03  0.01  -0.19  0.1524
H  -2.88  -0.11  -0.24  0.2156
O  1.43  0.04  -0.18  -0.7492
C  -1.85  -0.75  -1.96  -0.5141
O  0.25  0.53  1.69  -0.7705
H  -0.89  -0.90  -2.43  0.2763
H  2.50  0.73  2.67  0.1973
C  1.30  0.42  1.01  0.6470
C  -1.93  -0.24  -0.74  -0.3889



7.
Computed, not measured: a cluster of 2 separate species, C3H6NO2 in total, with wB97M-V/def2-TZVPD.

Values from the calculation:
Gap between HOMO and LUMO in hartree: 0.29292
Maximum force in eV/Å: 2.34
Net charge: -1
E_tot in Ha: -323.170176
HOMO in eV: -4.11
LUMO energy in eV: 3.864
Energy above the lowest of the compared OMol25 structures with the same formula, charge and spin in kJ/mol: 126.2

Each line ends with the Mulliken charge.
Positions of all 12 atoms, in Å:
C  -2.61  -1.66  0.59  0.0409
C  2.28  1.22  0.12  -0.7728
H  0.29  1.87  0.32  0.2855
H  -0.24  -0.45  -0.49  0.3159
H  0.95  -0.06  -1.69  0.1943
H  -2.48  -1.31  1.64  0.3005
O  -3.66  -1.83  -0.03  -0.6233
H  2.57  1.92  0.89  0.2259
O  -1.41  -1.85  0.19  -0.7361
N  0.28  0.28  -1.00  -0.5004
C  0.96  1.14  -0.13  0.0249
H  3.07  0.71  -0.41  0.2447



8.
Computed, not measured: a cluster of 2 separate species, C3H6NO2 in total, with wB97M-V/def2-TZVPD.

Values from the calculation:
Gap between HOMO and LUMO in hartree: 0.27587
Maximum force in eV/Å: 1.01
Net charge: -1
E_tot in Ha: -323.157826
HOMO in eV: -3.70
LUMO energy in eV: 3.804
Energy above the lowest of the compared OMol25 structures with the same formula, charge and spin in kJ/mol: 158.7

Each line ends with the Mulliken charge.
Positions of all 12 atoms, in Å:
C  0.56  -1.34  -0.17  -0.6474
H  -0.52  -1.53  -0.26  0.2903
C  -0.44  2.15  -1.52  0.0409
H  -1.10  -0.62  1.58  0.2316
H  -1.45  1.63  -1.56  0.2539
C  -0.07  -0.66  1.95  -0.2323
O  -0.41  3.06  -0.67  -0.6368
N  0.91  -0.87  1.18  -0.3874
H  0.87  -0.69  -0.98  0.2179
O  0.41  1.70  -2.32  -0.6457
H  1.11  -2.28  -0.25  0.2589
H  0.14  -0.56  3.01  0.2562